Arrangement w

This record from the OMol25 dataset describes a molecular structure, C2H2S4. The level of theory is ωB97M-V/def2-TZVPD.

Kohn-Sham gap, Eh: 0.3126
LUMO, eV: -0.49

ORCA input file:
```
! wB97M-V def2-TZVPD RIJCOSX def2/J DEFGRID3
* xyz 0 1
S 0.2972 0.9144 -0.6724
H 2.3036 2.4597 -1.6548
S -0.6888 -0.9336 -0.0829
C -1.5577 -0.2123 1.1284
H -2.3206 -2.3736 1.8741
S -2.6982 -1.1490 2.0204
S 2.9738 1.1779 -1.4987
C 1.6907 0.1164 -1.1141
*
```

---

Arrangement x

This record from the OMol25 dataset describes a single C2H2S4 molecule. The level of theory is ωB97M-V/def2-TZVPD.

Kohn-Sham gap, Eh: 0.2610
LUMO, eV: -1.39
Structure (SMILES): S=C(S)C(=S)S

ORCA input file:
```
! wB97M-V def2-TZVPD RIJCOSX def2/J DEFGRID3
* xyz 0 1
C 0.6544 -0.5535 0.1439
S 2.0910 0.0784 0.3279
S -2.0610 -0.0864 -0.6045
H 1.1192 -2.7291 0.7664
S -0.0252 2.1784 -0.3190
H -1.2161 2.7103 -0.0477
C -0.6172 0.5854 -0.2000
S 0.0549 -2.1835 -0.0670
*
```

---

So which one is most stable? That would be arrangement x, about 0.0928 hartree below the next structure.

---

Arrangement w

This record from the OMol25 dataset describes a molecular structure, C24H26N4O3PdS3. The level of theory is ωB97M-V/def2-TZVPD.

Kohn-Sham gap, Eh: 0.2380
LUMO, eV: 0.51

ORCA input file:
```
! wB97M-V def2-TZVPD RIJCOSX def2/J DEFGRID3
* xyz 0 1
N 3.6317 -3.0441 2.5760
H -0.4985 5.2203 -3.1258
Pd 0.1760 1.0741 0.5849
H 0.3753 1.7199 -3.7829
H 0.1785 0.1320 3.1206
H 2.0490 -4.9630 -1.9013
H -1.8681 1.8122 -1.2183
H 3.2636 -3.9762 2.4508
C -2.5263 -1.6469 -2.8158
C -1.3400 -4.2136 -0.2076
C 0.0789 -5.6915 -1.4602
H -2.2873 -3.9826 0.2611
C -1.1435 -5.4192 -0.8586
C 1.1036 -4.7557 -1.4179
H -4.6098 -1.1550 -2.6678
C -0.3054 4.5676 3.6198
H -0.3906 5.6162 3.8486
H 2.0841 -1.7588 3.3649
N -0.2116 2.5919 2.4338
C -3.5950 -0.8193 -2.4958
C -0.8371 4.8140 -1.0448
O 1.4992 -0.7301 -1.5454
C 2.5923 -2.0259 2.4363
H 4.0745 -3.0046 3.4847
C 3.1344 -0.7457 1.8158
C -0.5191 -2.0373 0.5303
H 1.6836 -2.7788 -0.7841
H -0.6136 0.3981 4.6900
N -0.7104 -1.0690 1.1246
H 1.8246 -2.3852 1.7519
H 2.0961 1.3414 -3.4499
C -2.0641 0.8611 -1.7000
H 0.9885 0.0450 -3.9837
C 0.1823 0.7371 4.0248
S 0.6938 0.5316 -1.6783
C -1.2254 -1.2196 -2.5888
C -0.0230 2.1650 3.6451
H 4.6244 -1.7923 1.4373
H -1.9439 -6.1461 -0.8969
C -0.3060 -3.2787 -0.1638
H 0.2298 -6.6342 -1.9701
H 1.1361 0.6130 4.5395
S -1.2718 6.4174 -0.5685
O 2.5089 0.2767 1.7878
C -0.6778 4.6693 1.1495
C -0.8007 4.3979 -2.4786
N -0.5618 4.0254 -0.0571
H -0.0897 3.5818 -2.5814
H -4.1950 1.0689 -1.6686
H -2.7049 -2.6280 -3.2384
H -0.3809 -1.8639 -2.8070
H -1.7809 4.0461 -2.8058
C -0.3865 3.9610 2.4062
O 4.3518 -0.8671 1.2745
C 0.9183 -3.5419 -0.7742
H -1.2356 6.6738 1.8652
C -3.3622 0.4326 -1.9400
C 1.0732 0.9698 -3.4142
C -1.0655 5.9725 1.0661
S -0.0172 3.4093 4.8378
C -1.0034 0.0317 -2.0365
*
```

---

Arrangement x

This record from the OMol25 dataset describes a molecular structure, C24H26N4O3PdS3. The level of theory is ωB97M-V/def2-TZVPD.

Kohn-Sham gap, Eh: 0.2527
LUMO, eV: 0.53

ORCA input file:
```
! wB97M-V def2-TZVPD RIJCOSX def2/J DEFGRID3
* xyz 0 1
S 3.2547 0.3228 0.2334
H 2.1705 0.6518 -2.4105
H -3.8669 3.2985 5.9273
O -0.5795 4.4678 -0.0054
C 0.8517 3.2518 -1.4994
C -1.6281 0.7685 -3.3978
C 4.9280 -0.3539 0.0273
C -2.5445 1.6763 5.4561
H 1.1868 -1.2759 2.6846
H 1.8383 -4.1556 -1.2372
H 0.4723 3.0492 -2.5007
H -2.5915 1.2152 -3.6466
S -2.6143 -1.8747 -3.6163
C -2.8033 3.6439 4.0949
O -1.0257 2.3055 -0.3400
H 1.4721 2.4089 -1.1961
H -1.0299 0.7178 -4.3098
C -1.6855 -2.2253 -1.2997
S -0.7990 -4.3305 1.9388
H 4.9637 -1.3401 0.4952
C -3.1394 2.9096 5.2244
H 0.1831 -2.0554 3.9229
C -0.1458 -2.7233 1.9058
Pd 0.5590 0.1506 -0.2593
C -2.3560 -2.8945 -2.2716
C -1.8042 -0.5867 -2.7891
C 1.9691 -0.3696 -2.1207
C -1.8612 3.1616 3.1988
C -1.2510 1.9342 3.4446
C 0.7452 -2.2181 2.9996
H -2.6950 -3.9210 -2.2723
C 1.4481 -2.6514 -2.7455
N 1.5727 4.5286 -1.4647
C 1.5029 -1.3132 -3.0597
H -1.6061 3.7146 2.3075
C -1.2600 -2.7996 -0.0092
C -0.2239 1.4266 2.5613
H 1.0886 -3.3656 -3.4778
H -1.1308 0.2249 4.7350
C 2.3598 -2.2075 -0.5537
C -1.5456 -4.0523 0.4290
H -2.1392 -4.8172 -0.0520
N -0.4696 -2.0569 0.8449
H 1.9271 4.7813 -2.3750
C -1.6010 1.1858 4.5687
H 1.5374 -2.9368 3.2178
C 2.4096 -0.8261 -0.8638
H 2.7108 -2.5545 0.4132
H 2.3735 4.4430 -0.8496
N 0.6127 1.0248 1.8795
H -1.1273 1.3936 -2.6622
H 5.1492 -0.4217 -1.0399
H -3.2817 4.5964 3.9054
H 1.1847 -0.9778 -4.0423
C 1.8824 -3.0999 -1.4809
H 0.1079 5.0568 -0.3914
N -1.3761 -0.9142 -1.6134
H 5.6200 0.3272 0.5248
H -2.8185 1.0938 6.3266
C -0.3481 3.2766 -0.5721
O 3.3486 1.6556 -0.4632
*
```

---

So which one is most stable? That would be arrangement x, about 0.0129 hartree below the next structure.

---

Arrangement w

This record from the OMol25 dataset describes a single C6H9P molecule. The level of theory is ωB97M-V/def2-TZVPD.

Kohn-Sham gap, Eh: 0.3684
LUMO, eV: 1.12
Structure (SMILES): C=C[C@H]1P[C@@H]1C=C

ORCA input file:
```
! wB97M-V def2-TZVPD RIJCOSX def2/J DEFGRID3
* xyz 0 1
C 2.4788 -0.8416 -0.8936
P -0.5232 -1.9122 -0.5069
C -0.2949 -0.3883 0.3339
H 3.5629 -0.6352 -0.9793
H 2.4424 -1.5454 -0.0094
H -2.5541 0.6108 0.4274
H -1.9613 -1.7862 -0.7459
H 1.7938 0.7897 -2.0364
H -0.5301 0.3219 -1.7327
H -0.8409 1.7620 2.6837
C -1.6945 0.6778 0.9918
C -1.6057 1.4906 2.0109
C 1.5618 -0.0584 -1.4483
H -2.5094 2.1088 2.0449
H 0.5779 -0.3150 1.0198
C 0.0962 -0.2792 -1.1598
*
```

---

Arrangement x

This record from the OMol25 dataset describes a single C6H9P molecule. The level of theory is ωB97M-V/def2-TZVPD.

Kohn-Sham gap (alpha / beta), Eh: 0.2497 / 0.2405
LUMO (alpha / beta), eV: -0.81 / -1.45

ORCA input file:
```
! wB97M-V def2-TZVPD RIJCOSX def2/J DEFGRID3
* xyz 0 1
H -3.0810 0.4988 0.1456
C 1.0507 -0.4160 -0.3182
C 1.5643 0.0522 -1.6582
H 2.5748 -0.3052 -1.8364
P -1.3201 -1.0457 2.3983
H 1.4873 -1.5950 1.3811
H 0.9222 -0.3180 -2.4576
H 2.7797 -1.5710 0.0794
C -1.1700 0.0002 1.0088
C 1.8162 -1.2377 0.4176
H -2.9206 0.9870 1.8319
H -0.5492 0.8659 -0.7410
C -0.2393 0.1386 0.0054
H 1.5665 1.1408 -1.7047
C -2.3889 0.9039 0.8842
H -2.0926 1.9012 0.5640
*
```

---

So which one is most stable? That would be arrangement x, about 0.0337 hartree below the next structure.